22
Properties=species:S:1:pos:R:3 method="wB97M-V/def2-TZVPD" homo_lumo_gap_ev=5.7 largest_force_ev_per_a=6.16 total_charge=+2 homo_ev=-15.70
Pb 0.34 0.14 -3.02
H -1.84 1.04 -0.63
H 1.89 -0.96 1.91
O -0.24 3.67 -4.42
O -4.78 -2.86 -4.25
H 1.03 -0.03 5.36
H 1.72 -0.51 3.90
C 1.04 -0.43 0.09
O 3.06 -2.24 -4.41
C -0.03 0.21 2.12
C -3.79 -2.28 -4.46
C 2.66 -1.28 -3.86
H 1.77 -0.97 -0.50
N 0.92 -0.11 4.34
H -1.95 1.22 1.88
C 1.04 -0.44 1.47
C 0.34 2.71 -4.09
O -1.05 0.97 4.18
C -1.10 0.76 1.39
N 0.11 0.28 -0.61
C -0.12 0.40 3.60
C -1.03 0.72 0.01


7
Properties=species:S:1:pos:R:3 method="wB97M-V/def2-TZVPD" homo_lumo_gap_ev=6.4 largest_force_ev_per_a=3.73 total_charge=+1 homo_ev=-12.31 relative_energy_kj_mol=471.82
H 1.31 1.03 1.89
O -0.89 -0.78 -0.97
Ca -2.01 0.37 -2.48
O -0.98 0.66 -0.58
O 1.59 0.16 1.56
C 0.24 -1.12 -0.11
C 0.74 -0.32 0.69


89
Properties=species:S:1:pos:R:3 method="wB97M-V/def2-TZVPD" homo_lumo_gap_ev="5.2 / 5.1" largest_force_ev_per_a=4.40 homo_ev="-5.68 / -5.64" relative_energy_kj_mol=836.58
C 2.75 2.07 4.02
C -2.23 5.30 -3.72
C 1.07 0.44 3.43
H 0.53 -0.13 2.66
C 3.91 1.96 -1.91
Si -0.79 -1.56 0.67
C -1.12 4.47 -3.60
C 2.17 1.06 -5.44
H 4.42 3.59 0.59
H -1.85 -2.67 -1.36
H -3.82 6.31 -2.69
C -2.24 -0.32 0.93
H -1.40 1.48 -1.17
C 5.20 -3.12 1.73
H -3.17 -0.83 1.23
H -0.03 0.44 -1.78
C 5.01 -2.24 2.80
P 2.96 1.25 1.41
H 2.41 0.04 -5.80
H 2.95 -1.88 -0.44
C -1.27 4.65 -1.17
O 0.54 -0.93 0.03
C 4.17 -1.11 2.69
C 3.53 -0.85 1.50
C 1.95 2.63 0.69
C 2.36 1.98 5.36
Sn 2.80 0.18 -0.80
H 6.13 3.13 0.40
H 5.88 2.89 -1.93
C 3.60 -1.81 0.46
C 2.25 3.43 -5.74
H 1.69 4.62 -4.04
C 1.54 1.22 -4.22
H 1.49 4.21 -0.53
H -1.43 -3.19 2.50
H 4.05 -0.47 3.56
C 4.81 1.46 0.67
C -2.43 5.43 -1.32
C 4.51 -2.88 0.55
H 2.91 2.01 -7.25
P 0.47 2.76 -2.06
C 6.37 0.38 -1.23
C 4.18 0.69 -2.46
C 4.92 2.95 -1.40
H 5.53 -2.43 3.74
C -0.62 -2.45 2.37
H -0.62 -1.80 3.25
H 3.51 0.31 -3.25
C -0.64 4.14 -2.32
H -2.00 0.42 1.69
H 5.84 -4.00 1.82
H -0.13 -0.30 5.08
H -2.46 0.24 0.01
C 1.40 3.11 -0.50
H -2.49 -3.36 0.14
H 3.54 2.76 3.71
C 1.35 1.10 5.75
H 5.95 0.21 -3.39
C 5.54 0.41 0.02
C 2.48 2.14 -6.25
C 0.68 0.36 4.78
H 5.09 1.39 1.75
H -2.57 5.57 -4.72
H 1.08 1.01 6.81
H 1.80 3.33 1.54
H 4.57 3.96 -1.65
H -0.90 -3.83 -0.43
H 0.32 -3.01 2.41
H 7.15 -0.41 -1.14
C 5.09 2.86 0.12
C -1.58 -2.97 -0.34
H 3.02 2.48 -2.25
C -0.65 1.34 -1.96
H -0.63 4.05 -4.48
C -2.91 5.74 -2.58
H -0.88 4.41 -0.18
C 5.49 -0.05 -2.42
H 6.95 1.29 -1.46
C 1.75 3.61 -4.46
H 4.60 -3.54 -0.30
C 1.31 2.51 -3.68
H 2.48 4.30 -6.37
C 2.18 1.22 3.07
H 5.86 -0.42 0.67
H 5.37 -1.16 -2.37
H -2.95 5.76 -0.42
H 2.88 2.59 6.10
H 1.19 0.33 -3.69
H -1.22 1.19 -2.90


8
Properties=species:S:1:pos:R:3 method="wB97M-V/def2-TZVPD" homo_lumo_gap_ev="8.7 / 10.0" largest_force_ev_per_a=4.19 homo_ev="-8.92 / -10.01" relative_energy_kj_mol=705.51
O -1.71 0.11 -0.38
C 1.63 0.37 0.16
N 0.85 -0.61 0.37
H 1.40 1.15 -0.47
O -0.29 -1.00 0.36
H 2.74 0.25 0.31
H -2.11 -0.72 -0.94
O -2.51 0.44 0.58


31
Properties=species:S:1:pos:R:3 method="wB97M-V/def2-TZVPD" homo_lumo_gap_ev=9.1 largest_force_ev_per_a=4.68 total_charge=+1 homo_ev=-12.74 relative_energy_kj_mol=358.32 smiles="C[NH+]1C2=CC=CC=C1CCCCC2"
C 1.60 -1.56 0.70
C 0.70 1.32 -0.17
H 1.52 -0.86 -2.76
H -0.98 0.76 1.68
H -0.23 0.08 -1.65
C 1.77 1.52 0.59
H -2.57 -2.15 0.71
C 2.78 -0.74 0.99
H -0.53 -2.98 0.00
H -1.02 2.06 -1.21
H 1.58 1.02 -2.53
H 1.36 -2.57 1.07
C -1.81 -1.33 0.72
C 0.58 -1.22 -0.18
C -2.44 0.06 0.45
C -1.59 1.32 0.87
H 1.77 2.38 1.15
H 2.60 -0.28 -1.43
C -0.66 2.00 -0.19
H -2.71 0.24 -0.56
H 3.69 1.07 1.50
H -1.28 -1.32 1.63
C 1.68 -0.08 -2.06
C -0.75 -1.92 -0.20
H -2.20 2.10 1.29
H -0.39 2.98 0.18
H -3.35 0.16 1.15
C 2.83 0.59 1.01
N 0.65 0.04 -0.98
H -1.15 -1.95 -1.19
H 3.60 -1.31 1.36


17
Properties=species:S:1:pos:R:3 method="wB97M-V/def2-TZVPD" homo_lumo_gap_ev=9.0 largest_force_ev_per_a=1.61 homo_ev=-8.24 relative_energy_kj_mol=492.12
H 1.78 0.86 0.31
H 0.06 -1.77 2.07
C 0.77 -1.24 1.43
H -2.15 1.60 -2.41
O -1.70 0.76 -2.28
H 0.62 1.96 1.09
H 0.13 1.33 -1.37
C -0.87 0.95 -1.15
H 1.24 -0.95 -0.67
H -1.67 -0.69 -0.09
C -0.67 -0.22 -0.26
C 0.38 -1.27 -0.10
O 0.79 0.09 1.91
H 0.11 -2.30 -0.35
C 0.78 0.91 0.83
H -1.37 1.66 -0.47
H 1.77 -1.68 1.53


64
Properties=species:S:1:pos:R:3 method="wB97M-V/def2-TZVPD" homo_lumo_gap_ev=3.2 largest_force_ev_per_a=2.24 homo_ev=-7.19
F 3.52 1.95 1.85
H -2.87 -5.31 4.79
H -4.95 -1.70 2.19
H 0.11 -3.36 -5.84
V 2.89 0.85 -0.86
F 2.41 -1.87 1.96
F 3.86 -0.45 0.78
H 4.73 1.41 -0.50
C -4.13 -3.01 3.68
F 2.01 5.46 -1.06
C 0.03 -1.26 -5.58
F 0.32 3.93 -0.89
C -2.46 3.71 -0.23
C -0.11 -1.27 -4.09
F 4.00 -2.79 0.67
C -3.12 -4.43 5.39
H -0.92 0.31 2.27
F 3.76 3.40 3.59
H -4.80 2.62 0.41
O -0.05 -0.30 -6.26
H 0.92 -1.27 -3.72
C -3.09 0.29 2.21
C -3.98 2.02 0.78
H 1.16 -3.36 -8.09
B 4.46 2.47 2.77
C -1.68 1.89 1.15
H -1.92 4.35 0.46
C -2.24 -1.08 4.07
B 3.17 -1.68 0.78
H 4.87 0.36 -1.97
H -1.82 3.47 -1.08
H -0.72 2.30 0.81
N 0.62 -2.54 -6.18
H -4.71 -3.91 3.50
H -0.64 -2.09 -3.62
H 6.22 1.77 -1.65
B 1.72 4.19 -0.62
H -5.17 0.59 1.86
C -1.84 0.79 1.96
H -4.08 -4.57 5.87
F 1.90 4.06 0.75
C 0.62 -2.51 -7.67
H -0.39 -2.60 -8.06
C -2.24 -2.24 4.82
H -2.36 -4.33 6.16
H -0.50 -0.27 -3.93
C -3.21 -0.88 3.11
C -4.17 0.94 1.60
F 2.34 -1.60 -0.35
H 4.46 2.19 -2.25
H -1.57 -2.42 5.65
F 2.51 3.21 -1.31
O 2.15 0.39 -2.22
H -1.52 -0.34 4.41
O 1.70 1.15 0.15
N -2.73 2.46 0.54
B 5.10 1.43 -1.60
F 5.46 3.21 2.10
H 1.59 -2.64 -5.85
H 1.11 -1.62 -8.04
H -3.39 4.14 -0.58
C -4.18 -1.88 2.92
F 5.04 1.42 3.49
N -3.18 -3.17 4.63


55
Properties=species:S:1:pos:R:3 method="wB97M-V/def2-TZVPD" homo_lumo_gap_ev=9.7 largest_force_ev_per_a=2.41 homo_ev=-9.62 relative_energy_kj_mol=202.42
O 3.43 3.87 1.23
H -0.86 -3.46 1.94
H 1.50 -3.81 -2.93
H -0.63 -2.09 -0.95
H -3.38 -2.19 3.18
H 1.04 2.20 2.94
H 0.25 -2.86 -0.01
H -1.28 1.08 -1.04
O -0.58 -0.51 -3.14
C -3.24 -2.11 2.08
H 2.60 -0.33 -3.96
H 0.32 2.10 0.41
H 3.08 3.31 1.94
H -0.81 2.82 -2.91
N -0.90 0.40 -0.38
H 3.94 1.14 2.59
H 2.12 -0.83 1.65
H -2.40 3.74 -2.88
H 0.94 0.99 -0.95
H -1.02 -0.77 -2.31
O -0.19 2.23 -3.32
O 2.27 -3.45 -2.50
O -0.01 -2.82 -0.94
H -0.91 0.41 -3.16
C 0.36 1.10 -0.04
O 2.06 0.34 -3.54
O 3.81 -0.94 -0.76
H -1.33 -0.41 1.48
H -1.65 1.23 1.37
H 0.77 2.29 -3.30
H 0.03 3.03 3.78
H 1.18 -0.01 -3.29
H -3.28 2.67 -3.38
H -3.08 -0.72 -0.54
C -3.95 -0.89 1.49
O 3.58 1.74 3.25
H -4.31 -0.18 2.24
H 3.97 -1.70 -1.33
H 1.91 -2.70 -2.01
O -2.77 2.90 -2.58
H 3.53 -0.86 1.73
H -3.76 0.76 0.25
C -3.18 -0.15 0.38
H -2.18 -1.93 2.27
H 3.21 -0.47 -1.36
H -4.89 -1.22 1.04
H -3.70 -3.00 1.65
C -1.78 0.31 0.79
H 2.80 3.71 0.52
O 0.22 2.71 2.90
O 0.11 -3.37 1.96
H 0.87 0.56 0.76
O 2.79 -0.60 2.30
H 3.05 1.02 3.62
H 0.37 -4.27 1.75


15
Properties=species:S:1:pos:R:3 method="wB97M-V/def2-TZVPD" homo_lumo_gap_ev=6.4 largest_force_ev_per_a=7.26 total_charge=-1 homo_ev=-2.23 relative_energy_kj_mol=167.60
H -0.54 0.17 -1.01
H 3.67 -0.77 -0.54
H -2.91 0.76 0.82
O 2.07 -1.03 0.79
H -2.72 1.24 -0.99
H -2.60 -0.37 -0.30
H 2.34 0.53 -0.36
H -0.23 1.45 -0.05
H -0.36 -0.08 1.87
C -0.77 0.63 -0.07
C -2.33 0.64 -0.15
H 0.34 -0.97 0.73
C 2.52 -0.60 -0.39
N -0.54 -0.44 0.93
H 2.06 -1.15 -1.28


98
Properties=species:S:1:pos:R:3 method="wB97M-V/def2-TZVPD" homo_lumo_gap_ev=6.4 largest_force_ev_per_a=4.07 total_charge=+1 homo_ev=-9.41 relative_energy_kj_mol=410.52
Sn -0.76 0.45 0.61
C 0.65 -3.12 4.71
C 5.46 1.57 -1.00
H -4.33 -2.12 3.41
H 6.15 2.01 -1.74
H -2.91 -3.85 2.28
C -0.47 -1.17 5.58
P 2.61 1.15 -0.42
H -1.66 1.73 -3.29
H 4.03 -1.25 1.11
H -4.65 -0.54 2.65
C -0.70 -3.24 -2.09
H 5.69 2.05 -0.04
H -1.11 0.21 4.04
C 0.48 -2.59 3.42
C 3.69 3.28 -1.62
C 0.65 -3.48 -2.22
H -4.16 1.60 1.73
H 0.31 -2.78 6.80
H -2.33 -3.64 0.61
C 3.86 2.16 1.92
H 5.71 0.50 -0.94
H -0.29 3.67 -2.23
H -4.63 2.65 0.38
H 5.30 -0.02 0.84
C 1.08 -1.27 -1.33
H 2.96 0.90 -3.18
H 2.66 3.39 -1.98
C -3.94 1.05 -1.71
N -0.15 -1.43 3.22
C -4.20 0.65 -0.24
C -3.92 -1.36 2.72
C 1.96 -0.12 -1.54
H 1.33 3.98 -3.00
H -2.93 2.22 0.61
H -0.75 0.39 -4.12
C -3.64 -2.04 1.37
C 4.05 1.80 -1.52
H -0.87 -0.56 6.38
H -2.99 -0.98 3.18
N -0.22 -1.22 -0.93
H -5.77 -2.06 0.78
H 4.37 3.78 -2.32
H 4.30 2.01 2.93
H 2.63 -2.62 -2.05
O 0.49 3.96 2.05
C 0.31 2.85 1.82
C -4.90 -2.72 0.80
C 4.00 1.12 -2.90
H -4.54 1.94 -1.94
C 3.33 0.81 1.39
H 1.09 2.35 -5.40
H 4.45 1.77 -3.65
H 2.48 0.19 3.34
H -3.17 -2.73 -1.22
H -1.08 1.85 -4.90
H 2.42 2.45 -4.31
H -2.88 1.30 -1.86
H 0.99 -4.42 -2.61
H -6.31 1.01 -0.51
H -1.48 -3.94 -2.39
C -3.95 1.84 0.68
C 0.17 -2.39 5.81
H -5.97 0.00 0.92
C 1.30 -4.39 4.92
H -1.63 -2.68 1.95
H 3.73 3.78 -0.63
H -5.15 -3.57 1.46
C -1.12 -2.08 -1.46
H -0.13 4.05 -3.93
H -5.89 -0.70 -0.76
H -4.24 0.26 -2.42
C -0.61 -0.73 4.25
H 4.76 -0.36 2.49
H -4.74 -3.12 -0.20
C 0.47 2.00 -3.41
C 1.50 1.88 -4.51
C -2.62 -1.78 -1.28
H 1.71 0.85 -4.78
C 4.42 -0.27 1.44
C 1.55 -2.52 -1.83
H 1.71 -0.61 1.93
C 2.15 0.34 2.28
H 3.05 2.90 2.01
N 1.82 -5.43 5.10
H 4.54 0.17 -2.92
H -3.00 -1.25 -2.18
C -5.67 0.19 -0.13
H 1.36 1.11 2.30
P -3.02 -0.75 0.19
C 0.72 1.32 -1.95
N -0.21 1.59 -1.11
H 2.84 -0.52 -2.06
C 0.34 3.50 -3.10
C -0.82 1.46 -3.92
C -2.55 -3.11 1.55
H 4.64 2.60 1.28
H 0.85 -3.14 2.53


20
Properties=species:S:1:pos:R:3 method="wB97M-V/def2-TZVPD" homo_lumo_gap_ev=9.4 largest_force_ev_per_a=4.23 homo_ev=-8.71 relative_energy_kj_mol=213.43 smiles=NCCCCO.O
H -2.25 -0.87 1.83
O 1.29 1.94 0.09
H 1.16 -0.11 2.09
C -0.75 0.46 1.35
H -2.38 -0.50 0.18
C 1.19 -0.58 -0.12
H -2.04 -1.65 -2.91
H 1.95 2.58 0.36
H 0.51 -1.21 -0.81
H 2.13 -1.14 -0.10
H -0.79 0.91 2.31
H -0.72 -1.07 -2.41
H 1.04 0.95 -1.86
C 0.44 -0.46 1.32
O -1.33 -1.84 -2.26
H -0.72 1.08 0.43
H 2.64 0.98 -1.11
N -2.14 -0.16 1.13
C 1.55 0.89 -0.89
H 0.19 -1.51 1.50


14
Properties=species:S:1:pos:R:3 method="wB97M-V/def2-TZVPD" homo_lumo_gap_ev=10.4 largest_force_ev_per_a=4.33 homo_ev=-9.44 relative_energy_kj_mol=198.82 smiles="CC1=N[C@H]1C.Cl"
C 0.43 -1.69 -0.02
N 0.57 0.85 0.24
H 3.86 0.61 0.55
C 0.09 -0.29 0.21
H -2.45 0.18 -0.84
H 0.38 -2.12 1.04
H -1.21 0.80 1.50
H 1.44 -1.80 -0.34
H -1.72 1.91 -1.36
Cl 4.57 -0.05 -0.13
H -0.25 -2.10 -0.65
C -0.98 0.71 0.49
H -2.72 1.83 -0.16
C -2.02 1.18 -0.52


19
Properties=species:S:1:pos:R:3 method="wB97M-V/def2-TZVPD" homo_lumo_gap_ev=7.9 largest_force_ev_per_a=2.99 total_charge=+1 homo_ev=-11.77 relative_energy_kj_mol=216.65 smiles="N=C=C[C@H]1CC(O)=C([NH3+])S1"
O 2.08 -0.62 -1.10
H -1.30 -2.37 1.66
C -0.26 1.58 0.65
H 1.71 1.01 1.45
C 1.16 1.11 0.44
H -1.91 1.35 2.29
H -0.32 2.64 0.90
C 0.98 -0.14 -0.46
H -1.48 -1.73 -1.79
H 1.64 1.78 -0.18
C -1.07 0.87 1.63
C -0.98 -0.43 1.70
H 2.87 -0.66 -0.58
N -0.57 -1.26 -1.93
H -0.53 -0.79 -2.82
N -0.93 -1.56 2.03
C -0.29 -0.23 -0.88
H 0.24 -1.92 -1.92
S -1.05 1.37 -1.08


22
Properties=species:S:1:pos:R:3 method="wB97M-V/def2-TZVPD" homo_lumo_gap_ev=12.3 largest_force_ev_per_a=2.66 homo_ev=-11.10 relative_energy_kj_mol=101.61 smiles=CCC.CCC
H -1.77 -2.53 -1.45
H 0.05 1.59 2.47
C -1.36 -1.83 -0.73
H -0.27 -0.73 -2.23
C -0.91 -0.54 -1.36
C 1.93 1.25 -0.01
H 1.62 0.20 0.12
C 0.83 2.20 0.48
H -0.66 -3.38 0.82
H -1.85 -0.14 -1.75
H -0.42 0.17 -0.71
C -0.29 1.66 1.44
H -0.64 0.73 0.94
H -2.21 -1.78 -0.04
H 1.39 3.03 0.96
H 0.45 -3.12 -0.49
H 0.37 2.75 -0.33
H 0.18 -1.93 0.83
H 2.21 1.21 -1.07
H 2.73 1.42 0.69
C -0.32 -2.61 0.12
H -1.07 2.41 1.30


16
Properties=species:S:1:pos:R:3 method="wB97M-V/def2-TZVPD" homo_lumo_gap_ev=11.4 largest_force_ev_per_a=4.40 homo_ev=-10.96 relative_energy_kj_mol=239.63 smiles="CS(=O)(=O)[C@@H]1C[C@H]1C#N"
C 2.86 -0.10 0.25
H 0.49 0.64 1.34
C 1.68 -0.03 -0.52
H -2.60 -0.15 1.65
N 3.81 -0.21 0.86
H -3.16 -0.64 0.21
C 0.34 0.26 0.37
C 0.81 1.23 -0.74
H 0.21 1.22 -1.65
O -1.10 -0.98 -1.48
C -2.35 -0.20 0.61
O -0.55 -2.15 0.64
H -2.40 0.79 0.35
H 1.29 2.12 -0.52
H 1.55 -0.89 -1.31
S -0.88 -0.93 -0.04